# C69H159N5O13

A cluster of 13 separate species, C69H159N5O13 in total at a distorted geometry (the ωB97M-V functional and the def2-TZVPD basis, the Open Molecules 2025 dataset).

Computed properties:
Multiplicity: 1
Max |F| in eV/A: 2.79
E_LUMO in eV: 0.4

```
246
Properties=species:S:1:pos:R:3:forces:R:3:mulliken_charge:R:1
C -2.267699 -3.287148 -2.725714 0.53 -0.48 -0.46 -1.131
C -2.268701 -3.030262 -4.268459 0.39 -0.47 0.86 2.109
C -3.595036 -3.484140 -4.873121 -0.55 -0.01 0.27 -1.136
C -4.694573 -2.444144 -4.771774 -0.11 0.43 -0.67 -0.611
C -4.224329 -1.067355 -5.279620 -0.60 -0.91 -0.30 -1.502
C -2.965518 -0.580641 -4.595107 0.94 0.13 0.39 2.113
N -1.948326 -1.648966 -4.603837 -0.71 -0.50 -1.66 -0.090
O -0.706989 -1.261203 -4.097833 -0.38 0.23 0.50 -0.144
C -2.391026 0.557237 -5.474225 -1.57 0.41 0.74 -1.734
C -3.275524 -0.078190 -3.161661 -0.38 0.21 -1.09 -0.903
C -1.171084 -3.937142 -4.826250 0.68 -0.92 0.76 -1.962
H -2.945645 -2.687380 -2.118706 -0.34 -0.18 -0.21 0.313
H -1.273000 -3.161936 -2.287632 0.05 0.28 -0.19 -0.017
H -2.434088 -4.364651 -2.665241 -0.49 0.11 0.55 0.212
H -3.477019 -3.842218 -5.898696 0.20 0.48 -0.16 0.507
H -3.971311 -4.372358 -4.355071 0.38 -0.05 0.20 0.238
H -5.089470 -2.370741 -3.756285 0.15 0.02 0.10 0.246
H -5.523423 -2.791549 -5.394158 -0.13 0.14 0.09 0.507
H -5.050725 -0.356031 -5.201099 0.20 0.23 0.39 0.396
H -4.052355 -1.110803 -6.359738 0.21 -0.29 0.01 0.413
H -3.203833 1.290642 -5.573283 0.02 0.06 0.01 0.430
H -1.586176 1.107287 -4.994373 0.39 -0.35 -0.29 -0.147
H -2.243970 0.186054 -6.484831 0.72 -0.02 0.09 0.555
H -3.727848 0.904704 -3.303471 0.36 0.23 0.39 0.243
H -4.050197 -0.655013 -2.656113 0.27 -0.33 0.08 0.240
H -2.346396 -0.048723 -2.598274 -0.16 0.30 0.28 -0.423
H -1.144688 -4.067987 -5.906741 0.12 0.69 -0.07 0.411
H -1.234062 -4.972304 -4.460850 -0.67 0.09 0.13 0.398
H -0.217559 -3.654694 -4.372744 0.15 0.40 -0.67 0.104
H -0.781631 -1.245845 -3.119167 0.42 0.06 -0.18 0.121
C 3.004863 3.638871 -0.401127 -0.86 -0.18 1.10 1.178
C 4.154527 4.639049 -0.362441 0.26 -0.38 -1.72 1.687
C 4.093399 5.474757 -1.669927 -0.82 1.15 -0.20 -1.368
C 3.024585 6.576135 -1.599235 0.69 0.46 0.03 -0.017
C 3.312858 7.459349 -0.401951 -0.72 -0.22 0.16 -1.654
C 3.257563 6.674483 0.912768 -0.54 0.42 0.17 1.926
N 4.157864 5.525607 0.802157 0.95 0.56 -1.17 0.246
O 4.338700 4.804571 1.989934 -0.58 -0.30 0.45 -0.316
C 3.837218 7.599624 1.994843 0.21 -1.32 0.48 -2.071
C 1.785370 6.337332 1.277815 0.84 -0.57 0.63 -1.501
C 5.467113 3.871586 -0.447402 1.03 0.00 0.49 -1.965
H 2.982326 3.065477 0.532506 0.02 0.08 0.02 -0.668
H 3.000090 2.892981 -1.195455 0.45 0.27 -0.25 -0.283
H 2.051071 4.171062 -0.456683 -0.03 -0.10 -0.04 -0.327
H 5.048910 5.952792 -1.899321 0.11 0.04 0.39 0.603
H 3.851681 4.932840 -2.584364 0.20 -0.84 0.43 0.134
H 2.009007 6.176377 -1.560972 0.02 -0.09 0.03 -0.243
H 3.077559 7.232074 -2.472897 -0.05 -0.32 -0.23 0.567
H 2.542969 8.234808 -0.342567 0.09 0.09 0.11 0.520
H 4.273957 7.966502 -0.508053 0.10 -0.15 -0.02 0.326
H 3.310781 8.543666 2.100780 0.14 0.14 -0.31 0.414
H 3.787528 7.086584 2.960773 -0.14 0.12 0.03 0.378
H 4.902586 7.671147 1.771752 -0.03 0.64 -0.01 0.484
H 1.821022 5.568281 2.056891 -0.05 0.21 0.19 -0.044
H 1.331032 7.233456 1.697505 -0.32 -0.07 -0.17 0.662
H 1.180995 5.878738 0.499106 0.01 0.40 -0.33 0.035
H 5.780797 3.470975 0.519922 -0.36 -0.37 -0.09 0.295
H 6.322496 4.489974 -0.739869 -0.29 0.34 -0.07 0.483
H 5.425938 3.078718 -1.194872 -0.20 -0.14 0.14 0.313
H 5.227526 5.018292 2.296258 -0.04 0.12 -0.15 0.310
C -2.908881 -6.719521 -0.438485 0.49 -1.41 -0.49 -1.324
C -3.481155 -5.831802 0.650782 0.24 1.12 -0.04 2.209
C -4.829182 -5.230561 0.193061 0.15 -0.26 -1.27 -0.929
C -6.022436 -6.189989 0.270722 0.52 0.03 0.52 -0.850
C -6.181249 -6.561906 1.747639 -0.81 0.17 -0.99 -1.262
C -4.899458 -7.195903 2.284595 0.13 -0.35 1.25 1.171
N -3.711089 -6.382534 1.976085 -1.27 0.61 0.38 0.924
O -2.583259 -6.868340 2.659889 0.48 -0.23 -0.54 -0.557
C -5.049549 -7.238835 3.828476 -0.35 0.90 -1.00 -2.002
C -4.792083 -8.629094 1.784187 0.32 -0.21 -0.69 -1.557
C -2.508346 -4.641672 0.800375 0.40 0.53 0.48 -0.971
H -2.057257 -7.319593 -0.101175 -0.06 0.12 0.35 0.401
H -2.514079 -6.173900 -1.298305 -0.20 0.40 0.17 0.003
H -3.599223 -7.453148 -0.866012 -0.24 0.15 0.21 0.305
H -4.989882 -4.273946 0.691787 -0.28 -0.16 0.31 0.486
H -4.679405 -4.987796 -0.865267 0.06 0.19 0.01 -0.041
H -5.834661 -7.090867 -0.318930 0.22 0.01 -0.01 0.312
H -6.915370 -5.763823 -0.187097 -0.06 0.25 0.29 0.481
H -7.016369 -7.257236 1.878004 0.23 -0.30 -0.02 0.515
H -6.548070 -5.674890 2.272470 0.67 0.13 0.30 0.340
H -4.173791 -7.640175 4.325910 -0.16 -0.26 0.08 0.341
H -5.207147 -6.195025 4.113344 0.15 -0.07 0.38 0.435
H -5.982697 -7.763436 4.030055 0.21 -0.28 0.35 0.453
H -3.926088 -9.136499 2.211053 -0.04 0.05 0.12 0.340
H -5.693690 -9.200694 2.004486 0.02 -0.01 0.12 0.407
H -4.653160 -8.637105 0.700181 -0.06 -0.12 0.04 0.354
H -1.474492 -4.907192 1.035347 -0.07 -0.50 -0.12 -0.028
H -2.793036 -3.981703 1.624990 -0.37 -0.14 0.00 0.414
H -2.434803 -4.004556 -0.084349 -0.26 -0.27 -0.20 -0.702
H -2.353169 -6.153774 3.265824 -0.05 -0.05 -0.03 0.242
C -2.742192 4.299155 0.896130 0.20 0.48 0.17 -1.398
C -2.647359 5.332600 -0.267320 -0.25 -1.12 0.98 2.695
C -1.450947 4.941043 -1.127430 0.46 0.52 -0.65 -1.269
C -1.631978 3.744630 -2.051530 -0.27 0.31 -0.19 1.945
C -2.840710 4.030403 -2.939020 0.91 0.55 0.05 -1.897
C -4.116471 4.385070 -2.158771 0.53 -0.64 -0.46 2.066
N -3.831673 5.400570 -1.134216 0.52 0.70 -0.98 0.215
O -4.987431 5.785202 -0.442555 -0.02 -0.39 0.23 -0.515
C -5.098849 4.896065 -3.214291 -1.41 -0.64 0.49 -2.035
C -4.656746 3.106973 -1.544731 -1.64 -0.59 1.23 -1.720
C -2.389955 6.688527 0.389277 0.60 -0.08 0.32 -1.882
H -3.670952 4.338817 1.471515 -0.25 -0.08 -0.41 0.437
H -2.006412 4.595153 1.649694 0.26 -0.24 -0.14 0.643
H -2.519430 3.285772 0.567782 -0.12 -0.09 0.15 -0.503
H -1.257271 5.821474 -1.754407 0.01 -0.10 -0.23 0.631
H -0.518845 4.827854 -0.568952 -0.27 -0.04 0.57 -0.793
H -1.721106 2.778918 -1.546647 -0.10 0.10 0.25 -0.713
H -0.733211 3.675187 -2.670083 -0.01 -0.12 -0.07 -0.654
H -2.981191 3.215088 -3.650916 -0.46 -0.07 0.17 0.188
H -2.582618 4.902540 -3.550383 0.00 0.03 0.01 0.540
H -6.099791 5.028454 -2.788630 0.20 0.42 0.27 0.393
H -4.834387 5.800555 -3.753919 0.37 -0.03 0.12 0.401
H -5.309597 4.071636 -3.903344 0.49 0.12 -0.30 0.381
H -4.132547 2.705295 -0.675844 0.71 0.04 -0.44 -0.211
H -5.641905 3.267420 -1.075682 -0.08 0.37 -0.29 0.785
H -4.881483 2.284905 -2.222996 0.39 0.15 -0.30 0.644
H -1.354234 6.696127 0.746650 0.13 -0.02 -0.29 0.265
H -2.933096 6.809856 1.327419 -0.56 0.19 -0.37 0.363
H -2.514964 7.522118 -0.298830 -0.24 0.01 0.07 0.446
H -5.286989 5.002539 0.056379 0.03 0.20 0.00 0.391
C 7.611317 -0.905535 -0.475236 -0.30 0.49 0.11 -1.433
C 7.368877 -1.838860 0.711476 -0.85 0.74 0.21 1.400
C 8.198554 -1.412667 1.944220 0.21 -0.56 -0.53 -1.313
C 7.718442 -0.178944 2.686029 0.49 -1.06 -0.55 -0.853
C 6.284011 -0.396202 3.132195 0.34 1.69 0.26 -1.210
C 5.331576 -0.789057 1.999625 -0.18 0.02 -0.50 3.408
N 5.947494 -1.805596 1.111384 0.47 -0.39 1.41 -0.058
O 5.062285 -2.207971 0.077718 0.22 0.12 0.20 -0.390
C 4.120499 -1.474293 2.637375 -0.55 -0.65 -0.11 -1.878
C 4.960850 0.497340 1.236940 -0.34 0.44 0.05 -1.422
C 7.717781 -3.276182 0.373953 -0.12 -0.50 -0.16 -1.956
H 8.661744 -0.865288 -0.763696 -0.06 -0.25 -0.26 0.485
H 7.316688 0.117569 -0.230557 0.15 0.01 0.20 0.289
H 6.942092 -1.163920 -1.297053 0.37 -0.30 -0.20 0.233
H 8.199407 -2.284909 2.602900 0.17 0.13 0.19 0.374
H 9.205584 -1.263921 1.543148 0.12 -0.10 0.30 0.500
H 7.863442 0.660116 2.000429 -0.43 0.25 0.21 0.173
H 8.370489 -0.002372 3.542659 -0.05 0.06 0.03 0.566
H 6.022970 0.608280 3.494910 -0.68 -0.15 -0.12 0.120
H 6.182332 -0.984028 4.044932 0.27 -0.64 -0.36 0.423
H 3.455136 -1.930427 1.898553 -0.12 0.47 -0.14 -0.011
H 4.420007 -2.336170 3.240475 0.35 0.19 0.10 0.578
H 3.502051 -0.846142 3.279391 0.22 0.23 -0.12 -0.119
H 4.381486 1.168137 1.879541 0.05 -0.06 0.08 0.267
H 5.844722 1.062317 0.939543 0.10 -0.10 0.10 0.189
H 4.364593 0.377399 0.330223 0.00 -0.46 0.06 -0.196
H 8.756390 -3.374218 0.054356 0.01 0.07 -0.02 0.409
H 7.072194 -3.682321 -0.406546 0.11 0.23 -0.19 0.316
H 7.555645 -3.930189 1.233214 0.11 0.16 0.14 0.422
H 4.603393 -2.933332 0.519373 -0.08 -0.15 -0.43 0.338
C 1.174286 1.425848 -4.859991 1.02 -0.58 -0.38 -0.861
C 1.283440 2.923695 -5.052723 -0.10 0.02 0.09 0.455
C 2.293228 3.580810 -4.111830 -0.60 -0.36 -0.37 -0.940
O 1.756305 3.208138 -6.367805 -0.07 -0.02 -0.17 -0.615
H 0.517880 0.928461 -5.577245 -0.41 0.26 0.26 0.607
H 0.947093 1.101275 -3.844688 -0.39 0.20 -0.06 -0.721
H 2.150079 0.979648 -5.102296 0.11 0.17 0.19 0.880
H 0.278062 3.350831 -4.922557 0.13 0.22 0.01 -0.155
H 3.234069 3.045985 -4.250869 0.11 0.10 0.28 0.415
H 1.944247 3.530425 -3.079352 0.14 -0.06 0.02 -0.020
H 2.437176 4.624303 -4.388544 -0.04 0.03 -0.02 0.499
H 1.481665 2.492225 -6.949729 -0.05 0.09 -0.03 0.403
C -5.461236 1.740147 1.915815 -0.48 0.80 -0.47 -0.756
C -5.064264 0.291051 2.119329 1.15 -1.12 -0.16 0.169
C -4.102025 -0.213188 1.044667 0.12 1.19 -1.19 -0.115
O -4.442054 0.032297 3.383334 -0.12 0.82 0.08 -0.623
H -6.408204 1.939322 2.417671 0.25 0.27 0.40 0.349
H -5.631587 2.095077 0.892106 -0.25 -1.01 -0.32 0.145
H -4.691161 2.477063 2.153519 0.13 -0.40 0.93 -0.083
H -5.925806 -0.380795 2.122347 -0.22 0.31 -0.08 0.476
H -3.685403 -1.203679 1.206337 -0.28 -0.14 0.12 0.063
H -3.260125 0.482150 0.915668 0.14 -0.03 0.54 -0.496
H -4.553868 -0.117380 0.046859 -0.24 -0.53 0.12 0.510
H -3.647309 0.610641 3.422146 -0.23 -0.39 -0.03 -0.042
C -0.301581 -0.773268 0.837200 -0.51 0.07 1.08 0.134
C -0.309635 -0.075209 -0.490894 2.10 -0.47 -0.27 1.562
C 0.700893 1.070849 -0.569965 -0.73 1.22 0.60 -0.689
O 0.132368 -1.049953 -1.460186 -0.83 -0.02 -0.38 1.322
H 0.692731 -0.913129 1.270081 0.19 -0.12 -0.44 -0.658
H -0.793275 -1.740923 0.714350 0.04 -0.03 0.11 -0.392
H -0.844934 -0.221227 1.609939 -0.18 0.07 -0.17 0.061
H -1.330382 0.213389 -0.737701 0.06 0.19 -0.21 0.057
H 0.362449 1.921132 0.036384 -0.21 0.05 -0.14 0.280
H 0.822859 1.439258 -1.590878 -0.11 -0.07 -0.04 -0.429
H 1.693919 0.880040 -0.159629 -0.08 -0.73 -0.12 0.203
H 1.099361 -1.015653 -1.518968 0.02 -0.18 0.35 -1.121
C -3.328282 3.179253 4.746511 -0.32 -0.25 0.47 -1.288
C -2.111097 2.272039 4.702433 0.66 0.19 0.38 1.167
C -2.133242 1.281469 5.856240 0.23 -0.25 0.10 -1.518
O -2.098748 1.570421 3.460561 -0.33 0.13 -0.40 1.457
H -3.429324 3.806412 3.863297 -0.14 -0.31 -0.21 0.034
H -3.366142 3.866773 5.595188 0.58 -0.11 0.11 0.461
H -4.179353 2.519011 4.939822 -0.30 0.22 -0.64 0.386
H -1.184745 2.857070 4.761793 -0.09 0.06 0.01 0.116
H -1.222963 0.679154 5.911566 0.19 0.26 -0.13 0.140
H -2.931765 0.547814 5.721218 -0.29 0.29 0.11 0.241
H -2.234213 1.819690 6.800999 -0.15 -0.15 0.04 0.486
H -1.216386 1.186241 3.325831 0.10 0.22 0.24 -1.024
C -0.588177 -4.309799 4.084608 0.95 -0.57 -0.12 -1.268
C -0.342386 -2.834840 3.746400 -2.10 0.21 1.82 2.557
C -1.699714 -2.087050 3.800883 0.58 -0.10 -1.16 -0.217
O 0.428629 -2.166551 4.750273 1.38 0.05 -0.34 -0.616
H 0.225207 -4.777650 4.648787 0.35 0.36 -0.19 0.414
H -0.622175 -4.869511 3.148433 -0.41 -0.14 0.08 -0.185
H -1.451234 -4.523837 4.718695 -0.34 0.39 -0.31 0.427
H 0.167445 -2.733165 2.791872 0.15 0.16 0.13 -1.424
H -2.226090 -2.329094 4.723665 -0.03 -0.03 -0.02 0.936
H -2.330561 -2.309134 2.938921 -0.17 -0.11 0.17 -0.429
H -1.500287 -1.017842 3.770905 -0.14 0.06 0.06 -0.391
H -0.011677 -2.201620 5.604115 -0.23 -0.12 -0.09 0.357
C 4.248809 0.300588 -2.774520 0.09 -0.11 -0.80 -0.848
C 3.154016 -0.758689 -2.784075 -0.36 -0.85 0.68 3.146
C 3.373262 -2.037939 -3.607679 0.24 0.37 -0.51 -1.785
O 2.922869 -1.148341 -1.407866 0.18 0.16 -0.38 -0.192
H 4.252786 0.858804 -3.715028 0.03 0.00 0.04 0.555
H 5.252765 -0.114176 -2.653841 -0.07 -0.20 0.07 0.309
H 4.081663 1.002031 -1.958884 -0.16 0.04 -0.01 -0.143
H 2.216466 -0.314320 -3.128297 0.11 0.04 0.19 -1.769
H 3.131672 -1.833869 -4.654772 0.48 0.04 -0.10 0.334
H 2.721235 -2.879786 -3.368161 -0.29 0.40 0.53 0.351
H 4.389927 -2.422701 -3.493855 0.09 0.18 -0.20 0.328
H 3.795558 -1.411634 -1.069011 -0.22 -0.11 0.42 -0.074
C 0.802294 -5.602980 -1.190171 -0.43 -0.12 -0.01 -0.708
C 1.950248 -5.271654 -0.250206 -1.27 0.47 0.31 0.568
C 1.476739 -4.259718 0.803558 0.94 0.33 -0.60 -0.065
O 2.456533 -6.423558 0.397802 0.54 -0.17 -0.24 -0.635
H 0.451649 -4.740519 -1.761723 0.42 0.09 -0.15 -0.058
H -0.096711 -5.869629 -0.623336 0.18 -0.32 0.15 -0.224
H 1.055477 -6.422651 -1.863571 -0.01 0.06 -0.05 0.513
H 2.750183 -4.794343 -0.818793 0.25 -0.37 0.03 0.178
H 2.387605 -3.788076 1.183769 -0.22 0.06 0.43 0.031
H 0.949798 -4.736358 1.626930 -0.13 -0.05 -0.08 0.064
H 0.888258 -3.473853 0.325140 -0.15 -0.02 0.15 -0.129
H 1.720365 -6.941590 0.740053 -0.07 0.10 -0.04 0.389
C 1.636706 2.937565 3.128113 0.18 0.21 -0.39 -1.121
C 1.886487 1.501609 3.539142 -0.11 -0.62 0.18 1.948
C 2.827916 1.356403 4.718377 0.51 0.26 0.20 -1.885
O 0.635607 0.868149 3.799217 -0.70 0.07 0.02 0.163
H 1.184932 3.005323 2.135477 0.25 -0.16 -0.13 -0.050
H 2.603736 3.444957 3.131014 -0.09 0.14 -0.29 0.385
H 0.962084 3.539766 3.741280 0.07 -0.50 0.58 0.500
H 2.369517 0.933077 2.730968 -0.17 0.42 -0.29 -0.874
H 2.621538 2.049658 5.536099 -0.22 -0.08 0.00 0.412
H 3.849863 1.562277 4.381810 -0.03 0.08 0.00 0.312
H 2.846592 0.334186 5.100958 -0.20 0.01 0.03 0.445
H 0.724805 -0.086575 3.931898 0.28 -0.03 0.17 -0.322
```
Forces are in eV/Å.